one.
The following is a DFT calculation (wB97M-V/def2-TZVPD) of an isolated molecule of C3H3N3OS.

```
11
Properties=species:S:1:pos:R:3
S -1.94204 1.43634 -0.15982
O 2.52995 -0.48343 -0.18288
N 1.26241 -1.00968 -0.16000
N -1.70609 -1.11975 0.25930
N 2.53116 0.83348 0.00898
C -1.10028 0.04140 -0.05917
C 1.24611 1.22857 -0.00321
C 0.46412 0.07110 -0.16253
H -1.38656 -2.05223 0.04806
H 0.78329 2.21850 -0.02403
H -2.68206 -1.16431 0.43530
```

Computed properties:
Frontier orbital gap   8.67 eV
Charge   0
SMILES string   NC(=S)c1cnon1

natural (NBO) atomic charge list, values in e, 5 entries: S -0.090; O -0.114; N -0.082; N -0.754; N -0.052

two.
The following is a DFT calculation (wB97M-V/def2-TZVPD) of an isolated molecule of C3H3N3OS.

```
11
Properties=species:S:1:pos:R:3
S 1.35608 -0.85748 2.07717
O -0.41234 0.89498 -0.87632
N 1.27434 2.73222 1.32353
N -0.07720 -0.12509 -0.04275
N -0.91253 -1.57974 -1.66041
C -0.39987 -1.36099 -0.52612
C 0.71283 0.21440 1.01803
C 0.86879 1.65780 1.15893
H -1.14751 1.33786 -0.45684
H -1.06755 -0.74860 -2.20562
H -0.19506 -2.16534 0.19039
```

Computed properties:
Frontier orbital gap   8.32 eV
Charge   0
SMILES string   [H]/N=C\N(O)C(=S)C#N

natural (NBO) atomic charge list, values in e, 5 entries: S 0.040; O -0.516; N -0.214; N -0.146; N -0.605

three.
The following is a DFT calculation (wB97M-V/def2-TZVPD) of an isolated molecule of C3H3N3OS.

```
11
Properties=species:S:1:pos:R:3
S 0.23714 0.00328 -1.73513
O 0.44293 -0.32336 1.38309
N 1.16233 -1.28087 0.60035
N -0.93176 1.60938 0.15746
N -1.58708 0.53541 0.64860
C -0.14177 1.47517 -0.83323
C 1.08764 -1.06901 -0.64788
C -0.90478 -0.37016 1.21060
H -1.36477 -1.20284 1.70603
H 0.30307 2.39028 -1.24580
H 1.69704 -1.76727 -1.24409
```

Computed properties:
Frontier orbital gap   10.09 eV
Charge   0
SMILES string   c1nncscno1

natural (NBO) atomic charge list, values in e, 5 entries: S 0.249; O -0.419; N -0.120; N -0.189; N -0.259

Least stable: three

one.
The following is a DFT calculation (wB97M-V/def2-TZVPD) of an isolated molecule of C18H18N2O5.

```
43
Properties=species:S:1:pos:R:3
O -2.50755 1.80251 0.90668
O 1.55695 -1.96896 1.43626
O 3.43810 -2.79299 -0.54505
O 3.33129 3.50116 0.47343
O -4.61511 0.31962 0.53673
N 1.13651 3.08651 0.46195
N -0.03009 2.42379 0.22774
C 2.68021 1.23360 0.11363
C -5.74916 -0.51979 0.50731
C 2.25384 -1.06819 0.67486
C 3.16205 -1.47306 -0.31106
C 3.81685 -0.51493 -1.07621
C 1.57310 -3.27525 0.90502
C 3.58183 0.82816 -0.86602
C -0.11886 1.54241 -0.69797
C -2.44304 0.90427 -0.08451
C 2.99137 -3.65262 0.48071
C -3.54270 -0.85770 -1.31827
C -5.50164 -1.86849 1.17825
C -3.57219 0.07877 -0.29993
C 2.03236 0.28300 0.89248
C -1.31053 0.75749 -0.90011
C 2.44202 2.68650 0.33935
C -1.31446 -0.20537 -1.92131
C -2.41625 -0.99586 -2.12540
H 4.51272 -0.85133 -1.82780
H -2.41971 -1.73472 -2.91199
H -0.43608 -0.31403 -2.53978
H -5.17391 -1.71197 2.20266
H 0.71430 1.31747 -1.36521
H -4.73169 -2.42960 0.65430
H 3.02974 -4.66456 0.07519
H -1.64947 2.27859 0.94260
H 4.09102 1.57354 -1.45640
H -4.39345 -1.49274 -1.50622
H 0.90578 -3.33138 0.03367
H -6.41995 -2.44926 1.18481
H -6.10934 -0.65434 -0.52071
H 0.99700 4.02144 0.82913
H 3.66024 -3.57662 1.34877
H 1.20507 -3.93447 1.69216
H 1.34510 0.56523 1.67474
H -6.50745 0.03604 1.06558
```

Computed properties:
Frontier orbital gap   8.34 eV
Charge   0
SMILES string   CCOc1cccc(/C=N/NC(=O)c2ccc3c(c2)OCCO3)c1O

natural (NBO) atomic charge list, values in e, 5 entries: O -0.670; O -0.492; O -0.480; O -0.581; O -0.482

two.
The following is a DFT calculation (wB97M-V/def2-TZVPD) of an isolated molecule of C18H18N2O5.

```
43
Properties=species:S:1:pos:R:3
O 6.00604 0.07091 0.02043
O -3.82624 -2.36596 0.34253
O -5.20664 2.32897 -0.32324
O 1.54275 0.62550 2.41788
O 3.20355 -1.27145 -1.26763
N 2.75999 -0.69592 0.99635
N -3.75579 -0.13424 0.08776
C -3.17505 -1.35334 0.16444
C 4.47737 1.67600 -0.14877
C -1.68290 -1.40013 0.03511
C -0.86004 -0.67593 0.89389
C -4.06910 1.96468 -1.07570
C 2.56033 -1.64170 -0.08646
C -5.57800 1.36843 0.64993
C 6.44408 0.96601 -0.87954
C 4.07401 -0.32468 1.46921
C -5.19974 -0.04788 0.24195
C 0.50650 -0.83112 0.76749
C 1.60864 -0.18441 1.52163
C -1.12976 -2.26939 -0.90245
C -3.09372 1.10153 -0.27606
C 1.05413 -1.69416 -0.17894
C 0.24443 -2.42051 -1.02652
C 5.54615 1.97617 -1.02822
C 4.81126 0.50441 0.46721
H -1.79539 -2.83722 -1.53485
H 0.66650 -3.09048 -1.75937
H -2.20919 0.88750 -0.87955
H -5.69895 -0.31640 -0.69735
H -5.50560 -0.76895 1.00326
H -3.58919 2.89852 -1.37947
H 5.62989 2.82581 -1.67416
H -5.10217 1.61231 1.61126
H 3.91088 0.24029 2.39323
H -6.66062 1.45474 0.76852
H 7.39514 0.77833 -1.33619
H -2.78014 1.65382 0.61895
H -4.37552 1.41964 -1.98152
H 2.87298 -0.41299 -1.56087
H 4.65935 -1.22427 1.68342
H 2.99380 -2.61896 0.17295
H 3.58921 2.25205 0.01556
H -1.26323 -0.02552 1.65391
```

Computed properties:
Frontier orbital gap   8.97 eV
Charge   0
SMILES string   O=C(c1ccc2c(c1)C(=O)N(Cc1ccco1)[C@@H]2O)N1CCOCC1

natural (NBO) atomic charge list, values in e, 5 entries: O -0.394; O -0.612; O -0.527; O -0.602; O -0.694

Least stable: one

one.
The following is a DFT calculation (wB97M-V/def2-TZVPD) of a cluster of 2 separate species, C9H20O2Si in total.

```
32
Properties=species:S:1:pos:R:3
Si -2.25025 0.17482 0.18022
O -1.26440 0.53624 -1.04196
O 1.25189 2.74793 -1.16172
C 2.26172 -1.41461 0.99465
C 1.53498 1.38315 1.07857
C 2.04776 0.76870 -0.22546
C 1.76430 1.63569 -1.31327
C 2.38933 -0.55255 -0.24785
C -1.74308 1.28049 1.61426
C 2.64545 -1.26595 -1.55292
C -1.79621 -1.68580 0.36406
C -3.98660 0.08070 -0.72236
H -3.92103 0.33005 -1.70154
H -2.17636 2.26852 1.39214
H 1.02687 0.54419 1.75852
H -2.10895 1.06800 2.58157
H -0.84721 1.33546 -1.37295
H 3.01625 -1.02206 1.71352
H 2.58888 -0.68450 -2.49477
H -1.21138 -1.90052 -0.53969
H -4.87082 0.68506 -0.53635
H 0.86766 2.13445 0.82643
H -1.25700 -2.04860 1.26330
H 2.42226 1.85743 1.49441
H -0.66879 1.29926 1.70930
H -2.64363 -2.29740 0.08415
H 2.13542 -2.19021 -1.56907
H -4.40284 -0.90382 -0.66207
H 3.68440 -1.54361 -1.61835
H 2.31773 -2.56528 0.82574
H 1.27355 -1.24840 1.29233
H 1.92012 1.19318 -2.41282
```

Computed properties:
Frontier orbital gap   9.63 eV
Charge   0
SMILES string   CC(C)=C(C)C=O.C[Si](C)(C)O

natural (NBO) atomic charge list, values in e, 5 entries: Si 1.834; O -1.133; O -0.573; C -0.662; C -0.636

two.
The following is a DFT calculation (wB97M-V/def2-TZVPD) of a cluster of 2 separate species, C9H20O2Si in total.

```
32
Properties=species:S:1:pos:R:3
Si -1.81652 0.18500 -0.01910
O 2.73383 1.14782 -0.19634
O 4.10357 1.11318 0.09128
C 2.21443 -0.10646 -0.45171
C -1.35770 0.56473 -1.86489
C -3.32325 1.25262 0.48732
C 2.52484 -2.60193 -0.81144
C 0.32825 -0.21628 1.87254
C -0.32024 0.68500 1.13774
C 2.86350 -1.25031 -0.25993
C -0.37574 2.13280 1.48710
C -2.43303 -1.65256 -0.26063
H -1.36468 2.30080 1.95083
H 1.56284 -2.82761 -1.06600
H 4.36683 2.05265 -0.28666
H 3.00368 -3.48302 -0.19859
H -1.94474 0.09817 -2.65317
H 0.47576 2.36468 2.03199
H -0.28263 0.43263 -2.27172
H 3.63598 -1.28785 0.51364
H 0.88128 0.16381 2.74460
H -1.43759 1.61121 -2.04874
H -3.39487 -1.80836 0.18725
H -1.58411 -2.22374 0.00425
H -4.31914 0.76595 0.49112
H 1.29795 0.07038 -0.97249
H -3.29512 1.74194 1.54564
H 0.28785 -1.30192 1.62310
H 3.09679 -2.64625 -1.70895
H -3.09806 1.95566 -0.31670
H -2.63426 -1.84841 -1.31351
H -0.39573 2.61568 0.53220
```

Computed properties:
Frontier orbital gap   9.05 eV
Charge   0
SMILES string   C=C(C)[Si](C)(C)C.C/C=C/OO

natural (NBO) atomic charge list, values in e, 5 entries: Si 1.569; O -0.276; O -0.436; C 0.118; C -1.119

Least stable: two

one.
The following is a DFT calculation (wB97M-V/def2-TZVPD) of a cluster of 2 separate species, C4H10NO2S in total.

```
18
Properties=species:S:1:pos:R:3
S -0.25161 1.60021 -1.55801
O -2.53867 -0.90981 0.87512
O 0.98558 2.91479 1.47741
N -1.04815 -1.35580 -0.79881
C 0.28940 -0.95543 -1.49534
C 0.86344 0.31392 -1.09185
C -0.24105 -0.76398 1.51345
C -1.33366 -1.05498 0.52155
H 0.23263 2.36675 1.54795
H -0.01058 -1.04592 -2.50424
H -1.86816 -0.98300 -1.35573
H 0.13994 0.32369 1.20907
H 0.92527 -1.75380 -1.20481
H 0.46691 -1.58545 1.64345
H 1.30173 0.27752 -0.09501
H 1.50500 0.76796 -1.87165
H -0.68713 -0.58202 2.47914
H 1.26909 2.42532 0.70832
```

Computed properties:
Frontier orbital gap   6.56 eV
Charge   -1

natural (NBO) atomic charge list, values in e, 5 entries: S -0.697; O -0.661; O -0.939; N -0.642; C -0.216

two.
The following is a DFT calculation (wB97M-V/def2-TZVPD) of a cluster of 2 separate species, C4H10NO2S in total.

```
18
Properties=species:S:1:pos:R:3
S -1.97070 -0.24195 0.60792
O 0.97217 2.02794 -0.51421
O -1.95693 0.74510 -2.47372
N 2.04441 -0.87959 0.24777
C 0.74847 -0.34548 -0.24359
C 0.60358 1.11527 0.18732
C 2.18211 -0.73729 1.68963
C -0.47691 -1.19243 0.15196
H 0.81269 -0.30569 -1.33076
H -0.16305 -1.88666 0.94631
H 2.65021 0.22063 1.92180
H -1.84156 0.27380 -1.61336
H 2.86417 -1.47395 2.10665
H 1.23349 -0.77607 2.19097
H 2.00782 -1.86063 -0.00440
H -0.73916 -1.87020 -0.65909
H 0.18346 1.27717 1.18578
H -1.38360 1.51790 -2.41043
```

Computed properties:
Frontier orbital gap   6.83 eV
Charge   -1

natural (NBO) atomic charge list, values in e, 5 entries: S -0.646; O -0.579; O -0.999; N -0.615; C -0.189

Least stable: one